Formula: C11H18Cl2N2RuS
Source: the OMol25 dataset
Level of theory: the ωB97M-V functional and the def2-TZVPD basis

```
35
Properties=species:S:1:pos:R:3:forces:R:3:mulliken_spin:R:1
Ru 0.053 0.083 -0.086 -1.32 1.19 1.94 2.566
Cl 0.987 2.142 0.249 0.65 1.26 -0.32 0.133
Cl -1.506 -1.486 0.472 -0.81 -0.97 0.02 0.113
C -2.297 1.961 0.781 -0.08 -0.58 -1.01 0.121
H -2.538 1.165 1.483 0.07 0.25 0.04 0.001
H -2.366 3.010 1.082 0.27 -0.43 0.13 0.008
C 0.365 -0.337 -1.839 1.50 -1.52 -3.68 0.694
C -2.015 1.661 -0.509 -1.80 0.79 0.25 0.014
H 1.218 -0.924 -2.229 -0.18 0.25 1.15 0.026
C -1.909 2.774 -1.541 0.07 0.36 -0.15 0.003
H -2.216 0.646 -0.905 0.17 0.57 0.39 -0.038
C -1.791 2.254 -2.983 0.22 0.65 0.23 0.011
H -2.773 3.467 -1.485 0.12 -0.59 0.19 -0.005
H -1.056 3.426 -1.275 -0.09 -0.40 -0.28 -0.007
C -0.450 1.568 -3.235 -0.50 -0.16 -0.80 0.036
H -2.625 1.575 -3.207 0.15 0.08 0.05 -0.006
H -1.884 3.093 -3.682 -0.10 0.03 0.20 0.001
C -0.510 0.039 -2.992 0.17 0.24 0.65 0.022
H -0.165 1.742 -4.283 -0.06 -0.09 0.18 -0.029
H 0.342 2.039 -2.632 -0.27 -0.27 -0.07 0.009
H -1.499 -0.367 -2.747 -0.33 0.50 -0.53 0.023
H -0.150 -0.493 -3.885 -0.11 0.05 0.33 -0.001
C 3.073 -1.005 3.493 -0.16 -0.31 0.14 0.003
N 2.180 -2.009 2.936 -0.31 -0.05 -0.13 0.038
C 1.563 -3.049 3.623 0.00 0.06 -1.00 0.007
C 0.830 -3.738 2.712 0.69 0.93 -0.23 0.006
N 1.016 -3.110 1.492 0.12 0.10 0.34 0.017
C 1.786 -2.016 1.652 -0.20 0.06 -0.36 0.024
S 2.074 -0.727 0.563 2.44 -1.37 0.99 0.211
H 4.045 -1.064 2.993 -0.19 0.05 0.22 -0.001
H 2.657 0.000 3.364 0.05 -0.24 0.07 -0.001
H 3.141 -1.287 4.542 0.34 0.42 0.07 0.000
H 1.718 -3.160 4.667 0.00 -0.26 0.50 0.001
H 0.186 -4.566 2.771 -0.47 -0.79 0.33 0.002
H 0.515 -3.308 0.637 -0.05 0.17 0.15 -0.002
```
Forces are in eV/Å.

For the highest occupied orbital energy (spin up / spin down), the calculation gives -5.9291 / -8.1623 eV. As for the multiplicity: 5. Its orbital gap (spin up / spin down) is 6.3 / 7.2 eV. Its total charge is 0. Its expectation value of S² is 6.025. The value obtained for the energy above the lowest of the compared OMol25 structures with the same formula, charge and spin is 0.0000 eV.

Formula: C11H18Cl2O4Pb
Source: the OMol25 dataset
Level of theory: the ωB97M-V functional and the def2-TZVPD basis

```
36
Properties=species:S:1:pos:R:3:forces:R:3:nbo_charge:R:1
C -0.731 0.761 -1.550 2.23 -0.57 0.00 -0.075
C -1.569 -0.360 -1.291 0.95 -0.10 0.21 0.151
C -0.736 -1.492 -1.067 2.11 0.58 -0.34 -0.154
C -3.040 -0.335 -1.197 -0.46 0.05 0.15 -0.664
C 0.618 -1.076 -1.207 -2.68 -1.75 0.42 0.083
C 0.627 0.323 -1.486 -2.73 1.81 -0.39 0.023
C 1.823 1.171 -1.630 0.52 0.30 0.18 -0.659
C -1.210 2.135 -1.790 -0.22 0.53 0.04 -0.649
C -1.196 -2.829 -0.652 -0.27 -0.45 0.10 -0.625
C 1.790 -1.954 -1.062 0.49 -0.29 0.17 -0.646
Pb 0.336 1.150 2.547 0.23 -0.35 0.82 1.360
Cl -1.831 -0.164 2.117 -0.92 -0.43 -0.35 -0.741
Cl 0.053 3.480 1.504 -0.06 2.17 -1.13 -0.716
O 1.578 -0.288 1.566 1.18 -0.90 -0.52 -1.224
H -3.395 0.652 -0.882 0.05 -0.14 -0.06 0.227
H -3.405 -1.064 -0.467 0.09 0.08 -0.10 0.231
H -3.499 -0.565 -2.168 -0.02 0.01 0.00 0.196
H -1.934 -2.754 0.158 0.13 -0.06 -0.06 0.224
H -0.355 -3.427 -0.288 -0.19 -0.01 0.00 0.207
H -1.661 -3.369 -1.487 -0.05 -0.17 0.08 0.176
H 1.570 -2.759 -0.354 0.13 0.12 -0.06 0.220
H 2.644 -1.395 -0.670 -0.07 -0.11 -0.04 0.229
H 2.077 -2.424 -2.016 0.01 0.10 0.05 0.185
H 2.631 0.780 -1.002 -0.05 0.06 -0.14 0.227
H 1.641 2.191 -1.273 0.00 -0.13 -0.13 0.250
H 2.176 1.214 -2.673 0.00 0.02 0.15 0.187
H -2.002 2.396 -1.074 0.14 0.06 -0.13 0.218
H -1.620 2.253 -2.805 0.03 0.11 0.07 0.173
H -0.405 2.859 -1.640 -0.16 -0.02 -0.06 0.232
H 2.468 -0.365 1.949 -0.47 0.12 -0.09 0.441
O 2.927 3.845 0.576 0.80 0.24 0.24 -0.587
H 3.660 4.090 1.197 -0.94 -0.25 -0.33 0.390
O -0.059 -1.301 6.112 0.28 0.27 0.56 -0.740
C -0.008 -0.683 5.052 0.21 0.63 -0.86 0.632
O 0.529 0.470 4.778 -0.33 -1.51 1.54 -0.847
H -0.491 -1.164 4.176 0.03 0.00 0.00 0.066
```
Forces are in eV/Å.

For the highest occupied orbital energy (spin up / spin down), the calculation gives -0.2223 / -0.4938 eV. Its orbital gap (spin up / spin down) is 3.9 / 5.1 eV. Its total charge is -2. The value obtained for the energy above the lowest of the compared OMol25 structures with the same formula, charge and spin is 0.0000 eV.

Formula: C11H18I2
Source: the OMol25 dataset
Level of theory: the ωB97M-V functional and the def2-TZVPD basis

```
31
Properties=species:S:1:pos:R:3:forces:R:3:nbo_charge:R:1
C 1.384 -1.279 0.225 -1.66 0.55 -0.26 -0.411
C -0.165 0.038 1.838 0.27 -0.54 1.20 -0.420
C 0.237 -1.463 -0.804 0.97 -1.13 -1.27 -0.406
C -1.084 -1.057 1.304 -2.63 1.17 -1.17 -0.399
C 1.977 1.236 0.861 -0.17 -0.97 3.63 -0.532
C 1.281 -0.096 1.293 -0.50 -1.88 -1.39 -0.184
C -1.127 -1.224 -0.281 -1.89 0.98 2.08 -0.318
C 1.414 1.708 -0.379 -2.07 3.49 -1.05 -0.032
C -1.736 -0.004 -1.011 0.34 3.69 0.48 -0.216
C 0.241 2.471 -0.461 4.37 -3.14 -5.61 -0.516
C -2.041 -0.288 -2.479 -0.97 0.93 1.31 -0.691
I 2.665 1.711 -2.157 -0.79 -0.62 0.80 0.136
I -3.610 0.772 -0.104 0.13 -0.36 -0.11 -0.004
H 1.527 -2.189 0.805 -0.27 -0.18 -0.09 0.203
H 2.210 -1.219 -0.419 1.76 0.46 -0.38 0.218
H -0.489 1.051 1.687 -0.64 0.39 -0.38 0.212
H -0.183 -0.101 2.976 0.29 0.34 -1.42 0.212
H 0.324 -0.856 -1.712 0.80 0.43 0.43 0.208
H 0.295 -2.474 -1.296 0.14 0.53 0.88 0.217
H -0.812 -1.951 1.793 0.58 -1.41 0.15 0.204
H -2.182 -0.933 1.639 1.72 0.19 -0.38 0.229
H 1.675 1.936 1.711 0.42 -0.42 -1.12 0.232
H 3.059 1.062 1.005 -0.41 0.37 -0.87 0.246
H 1.798 -0.654 2.040 1.06 0.76 1.13 0.216
H -1.834 -2.051 -0.524 0.45 0.35 0.28 0.216
H -0.209 3.262 -0.052 -1.74 2.01 3.64 0.239
H -1.123 1.295 -0.903 -1.35 -4.83 -0.25 0.272
H -0.030 2.687 -1.552 0.61 -0.48 1.06 0.209
H -2.788 -1.054 -2.608 -0.90 -0.09 0.32 0.213
H -1.208 -0.816 -2.849 1.44 0.28 -1.26 0.216
H -2.396 0.660 -2.932 0.67 -0.86 -0.37 0.231
```
Forces are in eV/Å.

For the highest occupied orbital energy, the calculation gives -8.3814 eV. Its orbital gap is 8.1 eV. Its total charge is 0.

Formula: C11H18N3NaTe
Source: the OMol25 dataset
Level of theory: the ωB97M-V functional and the def2-TZVPD basis

```
34
Properties=species:S:1:pos:R:3:forces:R:3:nbo_charge:R:1
Na -0.957 -1.294 -1.771 0.19 0.23 0.26 0.855
C -1.711 -0.914 5.207 -0.07 -0.10 0.03 -0.399
N -1.698 -1.292 3.802 -0.09 -0.08 0.08 -0.448
C -2.504 -2.446 3.439 0.02 0.02 0.00 -0.404
C -1.035 -0.656 2.764 0.03 0.04 0.03 0.626
N -1.126 -1.084 1.544 -0.01 -0.10 -0.67 -0.887
N -0.248 0.451 2.988 0.03 0.02 -0.03 -0.432
C 0.449 1.065 1.862 -0.05 -0.06 -0.01 -0.407
C 0.054 1.189 4.199 0.03 0.07 0.07 -0.403
H -2.342 -1.614 5.746 -0.03 -0.06 -0.05 0.209
H -2.139 0.077 5.369 0.02 -0.04 0.02 0.195
H -0.721 -0.975 5.664 -0.05 0.01 0.00 0.196
H -2.984 -2.843 4.327 0.02 0.03 0.05 0.208
H -1.895 -3.248 3.013 -0.02 0.02 -0.04 0.195
H -3.296 -2.182 2.732 0.03 -0.02 -0.02 0.193
H -1.702 -1.905 1.447 -0.03 0.02 0.33 0.335
H 0.252 0.524 0.949 0.00 -0.02 -0.03 0.251
H 1.525 1.068 2.053 -0.01 0.00 0.00 0.192
H 0.122 2.102 1.744 -0.01 -0.01 0.00 0.191
H -0.412 0.809 5.092 0.13 0.13 -0.15 0.211
H -0.256 2.232 4.075 0.00 0.00 0.01 0.193
H 1.137 1.192 4.360 0.00 0.00 0.01 0.193
Te 1.092 0.568 -2.541 -0.15 -0.11 0.30 -0.515
C 1.482 0.659 -4.603 0.08 0.06 -0.15 -0.211
C 0.731 0.026 -5.589 -0.08 -0.07 0.04 -0.260
C 1.044 0.176 -6.933 0.01 0.00 -0.07 -0.200
C 2.117 0.962 -7.323 0.03 0.02 -0.02 -0.242
C 2.881 1.593 -6.350 -0.03 -0.03 -0.06 -0.206
C 2.565 1.441 -5.010 0.03 0.02 0.07 -0.252
H -0.114 -0.593 -5.310 0.00 0.02 0.01 0.195
H 0.441 -0.322 -7.683 -0.01 -0.01 0.01 0.203
H 2.356 1.084 -8.372 0.00 -0.01 0.00 0.207
H 3.726 2.208 -6.633 0.00 0.00 -0.01 0.207
H 3.165 1.940 -4.258 0.01 0.01 -0.02 0.213
```
Forces are in eV/Å.

For the highest occupied orbital energy, the calculation gives -6.1960 eV. Its orbital gap is 5.5 eV. Its total charge is 0.

Formula: C11H18N3O
Source: the OMol25 dataset
Level of theory: the ωB97M-V functional and the def2-TZVPD basis

```
33
Properties=species:S:1:pos:R:3:forces:R:3:nbo_charge:R:1
C -1.371 0.317 -5.778 0.74 0.46 -1.28 -0.210
C -1.934 1.319 -5.037 -1.08 1.00 -1.19 -0.170
C -0.520 -0.610 -5.303 -0.19 -1.13 3.42 -0.158
C -1.753 1.326 -3.677 -1.54 1.44 0.31 -0.324
C -0.373 -0.676 -3.862 1.04 -1.58 -1.84 -0.318
C -1.126 0.205 -3.201 1.11 1.40 4.57 0.180
C 0.284 -1.186 2.965 3.32 1.14 1.43 -0.253
C 1.518 0.907 3.015 0.04 -0.43 0.60 -0.272
C 0.847 -1.410 4.445 0.57 -1.10 -1.04 -0.082
C 2.038 0.524 4.382 0.50 -2.60 -1.56 -0.073
C -0.855 0.261 -0.863 -2.16 -0.92 -5.30 0.544
N 0.304 0.004 -0.398 0.29 -0.09 0.73 -0.776
N -2.035 0.432 -0.316 -0.63 0.06 -2.38 -0.778
N 1.294 -0.340 2.235 1.14 0.21 0.07 -0.651
O 1.061 -0.203 5.114 1.47 0.13 -0.70 -0.500
H -1.385 0.432 -6.817 -0.60 -0.14 -1.57 0.228
H -2.526 2.058 -5.657 0.79 -0.52 1.44 0.248
H -0.148 -1.439 -5.856 0.62 -0.11 -0.67 0.238
H -2.160 2.235 -3.169 0.50 -1.36 0.25 0.267
H 0.344 -1.427 -3.465 -0.94 0.63 0.05 0.252
H 0.179 -2.086 2.447 -0.14 -1.59 -0.70 0.205
H -0.544 -0.577 2.765 -2.03 0.49 0.97 0.184
H 0.619 1.506 3.065 -0.53 -0.14 0.24 0.199
H 2.256 1.606 2.654 0.46 -0.21 -1.09 0.216
H 0.214 -1.936 5.123 -0.83 -0.75 -0.02 0.213
H 1.853 -2.073 4.375 -1.98 1.54 -0.10 0.165
H 3.084 -0.031 4.235 -2.15 0.53 0.41 0.155
H 2.274 1.356 4.891 0.66 3.01 2.15 0.199
H 0.920 -0.453 -1.062 0.30 0.55 0.28 0.426
H 0.535 -0.043 0.631 0.60 -0.28 -0.03 0.445
H -2.201 0.473 0.626 -0.11 0.11 3.04 0.395
H -2.920 0.312 -0.848 1.48 0.42 0.12 0.436
H 2.226 -0.783 2.340 -0.74 -0.16 -0.60 0.368
```
Forces are in eV/Å.

For the highest occupied orbital energy, the calculation gives -12.0679 eV. Its orbital gap is 8.5 eV. Its total charge is +1. The value obtained for the energy above the lowest of the compared OMol25 structures with the same formula, charge and spin is 3.2499 eV.

Formula: C11H18N4Ti
Source: the OMol25 dataset
Level of theory: the ωB97M-V functional and the def2-TZVPD basis

```
34
Properties=species:S:1:pos:R:3:forces:R:3:mulliken_spin:R:1
Ti 0.929 0.370 -0.679 2.85 0.38 -1.20 1.079
C -1.044 0.813 -2.678 -0.32 -0.45 -0.05 0.004
C -1.258 -0.542 -1.993 -0.22 0.30 -0.26 -0.032
N 0.082 -1.173 -1.721 -0.66 -0.89 -0.36 0.002
C 0.002 -2.428 -0.902 -0.05 -0.28 0.32 -0.006
C 0.405 -2.120 0.524 -0.12 -0.12 -0.04 0.012
C 0.635 -3.052 1.510 -0.02 0.04 0.03 -0.001
C 0.969 -2.600 2.787 -0.01 0.05 -0.04 0.004
C 1.054 -1.234 3.062 -0.04 -0.03 -0.02 -0.001
C 0.815 -0.343 2.041 -0.07 0.09 0.14 0.011
C 0.833 1.164 2.165 -0.04 -0.25 0.34 -0.006
N 0.754 1.775 0.796 -0.32 0.62 0.94 0.003
C -0.617 2.286 0.442 -0.23 0.26 -0.29 -0.032
C -0.627 2.724 -1.027 -0.18 0.18 0.49 0.005
N -0.049 1.646 -1.909 -0.62 0.78 -0.75 -0.030
N 0.513 -0.793 0.795 -0.36 -0.86 1.11 -0.046
H -1.996 1.334 -2.774 0.02 0.06 0.03 0.000
H -0.669 0.654 -3.690 0.14 0.10 0.03 0.001
H -1.866 -1.175 -2.641 0.00 -0.09 0.06 0.009
H -1.779 -0.435 -1.039 -0.01 -0.05 0.02 0.013
H 0.499 -1.415 -2.623 0.06 0.01 -0.03 -0.005
H 0.644 -3.203 -1.320 0.06 0.10 -0.10 -0.003
H -1.016 -2.826 -0.919 -0.02 0.03 -0.06 0.000
H 0.559 -4.112 1.306 -0.02 0.01 -0.04 0.000
H 1.162 -3.317 3.576 -0.01 0.00 0.00 0.000
H 1.301 -0.889 4.058 -0.01 0.04 -0.01 0.000
H 1.736 1.492 2.681 0.05 0.07 -0.12 -0.003
H -0.010 1.495 2.776 -0.01 0.05 -0.03 0.000
H 1.397 2.570 0.771 0.06 0.01 -0.03 -0.005
H -0.893 3.136 1.068 0.01 -0.05 0.10 0.009
H -1.333 1.482 0.629 0.00 -0.01 0.06 0.014
H -0.034 3.632 -1.139 0.10 -0.08 -0.13 0.001
H -1.643 2.972 -1.332 -0.01 -0.04 -0.05 0.000
H 0.544 2.112 -2.600 -0.03 0.04 -0.04 0.001
```
Forces are in eV/Å.

For the highest occupied orbital energy (spin up / spin down), the calculation gives -20.6479 / -20.6429 eV. As for the multiplicity: 2. Its orbital gap (spin up / spin down) is 8.1 / 8.5 eV. Its total charge is +3. Its expectation value of S² is 0.752. The value obtained for the energy above the lowest of the compared OMol25 structures with the same formula, charge and spin is 0.5923 eV.